# C2H4N6

C2H4N6 in the gas phase (ωB97M-V/def2-TZVPD, the OMol25 dataset).

Computed properties:
largest force on an atom = 9.6 eV Å⁻¹
gap between HOMO and LUMO = 8.73 eV
LUMO level = 0.24 eV
SMILES string = C=NN=c1[nH]nn[nH]1
total charge = 0
relative energy (zero: lowest compared OMol25 entry of this formula, charge and spin) = 112.1 kcal per mole
spin multiplicity = 1

Last columns: bonded neighbours and bond lengths (Å).
Geometry (Å):
1 C -0.277 -2.048 -2.574  H3 1.053, H4 1.191, N7 1.505
2 C 0.273 0.069 0.181  N8 1.291, N9 1.363, N12 1.303
3 H 0.769 -2.091 -2.687  C1 1.053
4 H -1.108 -2.704 -3.119  C1 1.191
5 H -1.752 0.245 0.402  N9 0.974
6 H 2.212 0.229 1.211  N12 1.194
7 N -0.871 -1.484 -1.312  C1 1.505, N8 1.548
8 N 0.392 -0.965 -0.582  C2 1.291, N7 1.548
9 N -0.890 0.671 0.559  C2 1.363, H5 0.974, N10 1.471
10 N -0.585 1.732 1.531  N9 1.471, N11 1.304
11 N 0.703 1.621 1.704  N10 1.304, N12 1.406
12 N 1.236 0.738 0.749  C2 1.303, H6 1.194, N11 1.406

natural (NBO) atomic charge list, values in e, 2 entries: -0.12 0.48



# C2H4N6

C2H4N6 in the gas phase (ωB97M-V/def2-TZVPD, the OMol25 dataset).

Computed properties:
largest force on an atom = 15.1 eV Å⁻¹
gap between HOMO and LUMO = 8.13 eV
LUMO level = -1.54 eV
SMILES string = [H]/N=c1/nn/c(=N/[H])[nH][nH]1
total charge = 0
relative energy (zero: lowest compared OMol25 entry of this formula, charge and spin) = 128.8 kcal per mole
spin multiplicity = 1

Last columns: bonded neighbours and bond lengths (Å).
Geometry (Å):
1 C -1.209 0.325 -0.054  N7 1.326, N8 1.465, N12 1.197
2 C 1.307 0.388 -0.049  N9 1.272, N10 1.218, N11 1.448
3 H -2.992 -0.340 0.258  N7 1.002
4 H 2.747 -0.670 -0.057  N10 0.963
5 H 0.820 -0.797 1.235  N11 1.203
6 H -0.907 -1.195 -1.220  N12 1.116
7 N -2.501 0.529 0.167  C1 1.326, H3 1.002
8 N -0.441 1.572 -0.091  C1 1.465, N9 1.280
9 N 0.839 1.570 -0.088  C2 1.272, N8 1.280
10 N 2.515 0.260 0.037  C2 1.218, H4 0.963
11 N 0.587 -0.865 0.056  C2 1.448, H5 1.203, N12 1.377
12 N -0.764 -0.777 -0.195  C1 1.197, H6 1.116, N11 1.377

natural (NBO) atomic charge list, values in e, 2 entries: 0.42 0.40



# C2H4NO2

A gas-phase ion, C2H4NO2 (charge -1) (ωB97M-V/def2-TZVPD, the OMol25 dataset).

Computed properties:
largest force on an atom = 3.9 eV Å⁻¹
gap between HOMO and LUMO (spin up / spin down) = 5.69 / 5.69 eV
LUMO level (spin up / spin down) = 4.16 / 4.16 eV
SMILES string = [O-]N1C[C@H]1O
total charge = -1
relative energy (zero: lowest compared OMol25 entry of this formula, charge and spin) = 127.4 kcal per mole
spin multiplicity = 1

Last columns: bonded neighbours and bond lengths (Å).
Geometry (Å):
1 C 0.520 -0.586 0.164  C2 1.505, N3 1.388, H6 1.090, H7 1.092
2 C -0.166 0.600 -0.459  C1 1.505, N3 1.785, O5 1.366, H8 1.024
3 N 1.301 0.494 0.554  C1 1.388, C2 1.785, O4 1.332
4 O 2.368 0.568 -0.239  N3 1.332
5 O -1.264 1.133 0.155  C2 1.366, H9 1.022
6 H -0.054 -1.073 0.952  C1 1.090
7 H 0.888 -1.318 -0.558  C1 1.092
8 H 0.321 0.924 -1.300  C2 1.024
9 H -1.102 2.053 0.569  O5 1.022

natural (NBO) atomic charge list, values in e, 2 entries: -0.30 0.01



# C2H4NO2

A gas-phase ion, C2H4NO2 (charge -1) (ωB97M-V/def2-TZVPD, the OMol25 dataset).

Computed properties:
largest force on an atom = 6.9 eV Å⁻¹
gap between HOMO and LUMO = 7.81 eV
LUMO level = 4.47 eV
SMILES string = CNC(=O)[O-]
total charge = -1
relative energy (zero: lowest compared OMol25 entry of this formula, charge and spin) = 27.3 kcal per mole
spin multiplicity = 1

Last columns: bonded neighbours and bond lengths (Å).
Geometry (Å):
1 C 0.811 0.502 0.616  N2 1.369, H6 1.226, H7 1.130, H8 1.074
2 N -0.298 0.380 -0.178  C1 1.369, C3 1.528, H9 1.107
3 C -0.917 -0.920 -0.691  N2 1.528, O4 1.237, O5 1.262
4 O -1.317 -0.823 -1.858  C3 1.237
5 O -0.788 -1.800 0.204  C3 1.262
6 H 0.927 1.640 1.057  C1 1.226
7 H 1.757 0.056 0.188  C1 1.130
8 H 0.648 -0.209 1.403  C1 1.074
9 H -0.823 1.175 -0.742  N2 1.107

natural (NBO) atomic charge list, values in e, 2 entries: -0.38 -0.78



# C2H4NO2

2 unconnected molecules or ions with the total composition C2H4NO2 (ωB97M-V/def2-TZVPD, the OMol25 dataset).

Computed properties:
largest force on an atom = 2.8 eV Å⁻¹
gap between HOMO and LUMO (spin up / spin down) = 6.29 / 6.23 eV
LUMO level (spin up / spin down) = 4.10 / 4.06 eV
total charge = -1
relative energy (zero: lowest compared OMol25 entry of this formula, charge and spin) = 119.2 kcal per mole
spin multiplicity = 1

Last columns: bonded neighbours and bond lengths (Å).
Geometry (Å):
1 C -1.323 -0.111 0.213  C2 1.384, O5 1.255, H6 1.165
2 C -0.566 0.560 -0.731  C1 1.384, H7 1.101, H8 1.018
3 N 1.719 0.048 0.597  O4 1.246, H9 1.133
4 O 2.573 -0.173 -0.284  N3 1.246
5 O -1.779 -1.255 -0.034  C1 1.255
6 H -1.743 0.371 1.186  C1 1.165
7 H -0.198 -0.017 -1.593  C2 1.101
8 H -0.262 1.506 -0.506  C2 1.018
9 H 1.581 -0.929 1.152  N3 1.133

natural (NBO) atomic charge list, values in e, 2 entries: 0.25 -0.69



# C2H4NO2

A gas-phase ion, C2H4NO2 (charge +1) (ωB97M-V/def2-TZVPD, the OMol25 dataset).

Computed properties:
largest force on an atom = 10.9 eV Å⁻¹
gap between HOMO and LUMO (spin up / spin down) = 9.20 / 9.20 eV
LUMO level (spin up / spin down) = -8.18 / -8.18 eV
total charge = +1
relative energy (zero: lowest compared OMol25 entry of this formula, charge and spin) = 208.8 kcal per mole
spin multiplicity = 1

Last columns: bonded neighbours and bond lengths (Å).
Geometry (Å):
1 C -0.064 -0.032 -0.525  C2 1.390, O5 1.462, H6 1.025, H7 1.100
2 C 0.020 -0.062 0.862  C1 1.390, O5 1.487, H8 1.076, H9 1.058
3 N -1.172 2.147 0.320  O4 1.538, O5 1.342
4 O -1.166 2.813 -1.067  N3 1.538
5 O -0.988 0.821 0.219  C1 1.462, C2 1.487, N3 1.342
6 H 0.720 0.432 -0.996  C1 1.025
7 H -0.461 -0.868 -1.119  C1 1.100
8 H -0.361 -0.866 1.468  C2 1.076
9 H 0.759 0.443 1.425  C2 1.058

natural (NBO) atomic charge list, values in e, 2 entries: -0.06 -0.03



# C2H4NO2

2 unconnected molecules or ions with the total composition C2H4NO2 (ωB97M-V/def2-TZVPD, the OMol25 dataset).

Computed properties:
largest force on an atom = 4.9 eV Å⁻¹
gap between HOMO and LUMO = 6.35 eV
LUMO level = -8.47 eV
total charge = +1
relative energy (zero: lowest compared OMol25 entry of this formula, charge and spin) = 83.2 kcal per mole
spin multiplicity = 1

Last columns: bonded neighbours and bond lengths (Å).
Geometry (Å):
1 C 0.337 0.575 0.154  C2 1.491, O5 1.210, H6 1.173
2 C 1.430 -0.370 -0.216  C1 1.491, H7 1.064, H8 1.049, H9 1.096
3 N -3.215 0.445 -0.111  O4 1.096
4 O -3.192 -0.651 -0.091  N3 1.096
5 O -0.845 0.358 0.009  C1 1.210
6 H 0.795 1.423 0.821  C1 1.173
7 H 1.580 -0.611 0.809  C2 1.064
8 H 2.192 0.090 -0.773  C2 1.049
9 H 0.917 -1.259 -0.601  C2 1.096

natural (NBO) atomic charge list, values in e, 2 entries: 0.51 -0.70



# C2H4NO2

2 unconnected molecules or ions with the total composition C2H4NO2 (ωB97M-V/def2-TZVPD, the OMol25 dataset).

Computed properties:
largest force on an atom = 4.3 eV Å⁻¹
gap between HOMO and LUMO = 11.55 eV
LUMO level = -4.78 eV
total charge = +1
relative energy (zero: lowest compared OMol25 entry of this formula, charge and spin) = 24.2 kcal per mole
spin multiplicity = 1

Last columns: bonded neighbours and bond lengths (Å).
Geometry (Å):
1 C 1.731 0.071 0.323  O5 1.221, H6 1.040, H7 1.186
2 C -0.707 -0.686 -0.661  N3 1.277, O4 1.135
3 N -1.838 -0.233 -0.280  C2 1.277, H8 1.094, H9 1.026
4 O -0.012 -1.295 -1.321  C2 1.135
5 O 0.570 0.404 0.509  C1 1.221
6 H 2.576 0.301 0.884  C1 1.040
7 H 2.015 -0.818 -0.410  C1 1.186
8 H -2.634 -0.833 -0.728  N3 1.094
9 H -1.953 0.503 0.425  N3 1.026

natural (NBO) atomic charge list, values in e, 2 entries: 0.36 0.98



# C2H4NO2P

C2H4NO2P in the gas phase (ωB97M-V/def2-TZVPD, the OMol25 dataset).

Computed properties:
largest force on an atom = 1.3 eV Å⁻¹
gap between HOMO and LUMO = 10.43 eV
LUMO level = 0.79 eV
SMILES string = C=COp1[nH]o1
total charge = 0
relative energy (zero: lowest compared OMol25 entry of this formula, charge and spin) = 68.0 kcal per mole
spin multiplicity = 1

Last columns: bonded neighbours and bond lengths (Å).
Geometry (Å):
1 C -0.360 0.526 -1.435  C2 1.319, H7 1.073, H8 1.078
2 C 0.105 1.096 -0.340  C1 1.319, O4 1.369, H9 1.084
3 N -0.161 -1.379 1.799  O5 1.467, P6 1.707, H10 1.026
4 O 1.075 0.592 0.484  C2 1.369, P6 1.636
5 O 0.277 -1.897 0.498  N3 1.467, P6 1.625
6 P 1.342 -0.870 1.169  N3 1.707, O4 1.636, O5 1.625
7 H -1.097 1.027 -2.033  C1 1.073
8 H -0.045 -0.454 -1.754  C1 1.078
9 H -0.209 2.080 -0.010  C2 1.084
10 H -0.927 -0.720 1.620  N3 1.026

natural (NBO) atomic charge list, values in e, 2 entries: -0.46 0.13



# C2H4NO2P

2 unconnected molecules or ions with the total composition C2H4NO2P (ωB97M-V/def2-TZVPD, the OMol25 dataset).

Computed properties:
largest force on an atom = 5.2 eV Å⁻¹
gap between HOMO and LUMO = 9.66 eV
LUMO level = -0.45 eV
total charge = 0
relative energy (zero: lowest compared OMol25 entry of this formula, charge and spin) = 47.6 kcal per mole
spin multiplicity = 1

Last columns: bonded neighbours and bond lengths (Å).
Geometry (Å):
1 C -0.535 -0.404 -0.331  C2 1.519, N3 1.424, O4 1.255
2 C -0.650 -1.022 1.052  C1 1.519, H7 1.045, H8 1.143, H9 1.062
3 N 0.550 0.488 -0.560  C1 1.424, P6 1.690
4 O -1.284 -0.662 -1.305  C1 1.255
5 O 1.825 2.434 -1.490  P6 1.471
6 P 0.692 1.567 -1.853  N3 1.690, O5 1.471
7 H 0.205 -0.735 1.580  C2 1.045
8 H -1.686 -0.705 1.418  C2 1.143
9 H -0.633 -2.079 1.159  C2 1.062
10 H 1.516 1.120 0.332  no bonds

natural (NBO) atomic charge list, values in e, 2 entries: 0.68 -0.71



The highest relative energy (zero: lowest compared OMol25 entry of this formula, charge and spin) belongs to which entry? number 6